# 1
Entry from the Open Molecules 2025 dataset: a 3-piece molecular cluster, CH2F3N overall in a non-equilibrium geometry (ωB97M-V/def2-TZVPD).

```
7
Properties=species:S:1:pos:R:3:forces:R:3
C -0.3563 0.5136 -0.1432 -3.4 -2.2 1.7
N -1.3410 0.7858 0.6851 2.3 0.2 -0.6
F -0.4310 0.3578 -1.4742 0.2 0.8 0.9
F -2.2694 -1.4859 -0.0698 -5.8 -4.0 -0.5
F -2.5442 1.2805 0.2466 0.7 0.0 -0.9
H -3.3913 -2.1994 -0.1606 5.7 3.6 0.4
H 0.2625 -0.2404 0.4285 0.3 1.4 -1.0
```
Forces are in eV/Å.

**Total energy**: -393.4563 Ha
**Gap between HOMO and LUMO**: 10.05 eV
**Highest occupied orbital energy**: -0.4053 Ha
**Largest force on an atom**: 7.083 eV/A
**Energy relative to the best compared isomer or geometry (same formula, charge and spin)**: 6.003 eV

***

# 2
Entry from the Open Molecules 2025 dataset: a 2-piece molecular cluster, CH2F3NO overall in a non-equilibrium geometry (ωB97M-V/def2-TZVPD).

```
8
Properties=species:S:1:pos:R:3:forces:R:3
C 0.5355 -0.4745 1.3515 1.7 -0.6 1.2
N 0.3129 -0.1342 -0.0554 1.0 -1.4 1.3
O -0.6903 -0.2607 1.8741 -1.8 0.8 -0.9
F -1.5245 -0.5568 3.3233 1.5 -0.1 -0.5
F 1.5856 0.1614 2.0003 -1.6 0.3 -1.1
F 0.9354 -1.7703 1.4578 -0.6 0.2 -0.7
H -0.0044 -0.9730 -0.5181 0.1 -0.4 0.0
H -0.2795 0.5931 -0.3903 -0.3 1.1 0.8
```
Forces are in eV/Å.

**Total energy**: -468.7268 Ha
**Gap between HOMO and LUMO (spin up / spin down)**: 9.18 / 9.69 eV
**Highest occupied orbital energy (spin up / spin down)**: -0.4423 / -0.4421 Ha
**Largest force on an atom**: 2.229 eV/A
**Energy relative to the best compared isomer or geometry (same formula, charge and spin)**: 3.179 eV

***

# 3
Entry from the Open Molecules 2025 dataset: one molecule with the formula CH2F3NOS in a non-equilibrium geometry (ωB97M-V/def2-TZVPD).

```
9
Properties=species:S:1:pos:R:3:forces:R:3
N 1.0423 0.4573 1.3406 -1.0 -1.0 -1.3
S 0.0518 -0.3873 0.5585 -5.7 -5.2 2.6
O -1.2529 -1.1782 1.3310 5.7 3.7 -3.4
F 0.6574 -1.6697 -0.4062 -0.4 1.6 1.6
C -0.3831 0.4538 -1.0320 0.4 0.8 -1.1
F 0.9090 0.6317 -1.4295 -0.6 0.3 -0.9
F -0.9009 1.6740 -0.7903 0.0 -0.8 0.1
H 0.8939 0.0979 2.2822 0.3 0.2 0.5
H -1.0175 -0.0795 -1.8543 1.2 0.4 2.0
```
Forces are in eV/Å.

**Total energy**: -866.9433 Ha
**Gap between HOMO and LUMO**: 11.25 eV
**Highest occupied orbital energy**: -0.4106 Ha
**Largest force on an atom**: 8.122 eV/A
**Energy relative to the best compared isomer or geometry (same formula, charge and spin)**: 3.827 eV

***

# 4
Entry from the Open Molecules 2025 dataset: one molecule with the formula CH2F3NP2 in a non-equilibrium geometry (ωB97M-V/def2-TZVPD).

```
9
Properties=species:S:1:pos:R:3:forces:R:3
C 1.6536 -0.0407 -0.5698 -1.8 -1.0 -0.5
P 0.3981 0.7562 0.1067 1.1 2.6 2.7
F 0.9869 2.2674 0.5032 -1.4 -2.7 -0.7
N -0.8132 0.3694 1.0406 1.1 -0.4 -1.9
P -1.2950 -1.1703 0.4604 -0.9 1.6 -1.7
F -2.1821 -0.6367 -0.8845 1.3 -0.8 1.2
F -2.5424 -1.2638 1.3463 -1.3 -0.6 1.3
H 2.3452 0.6844 -0.8611 1.5 0.6 -0.8
H 1.4489 -0.9658 -1.1418 0.4 0.7 0.5
```
Forces are in eV/Å.

**Total energy**: -1076.3995 Ha
**Gap between HOMO and LUMO**: 8.94 eV
**Highest occupied orbital energy**: -0.3693 Ha
**Largest force on an atom**: 3.933 eV/A
**Energy relative to the best compared isomer or geometry (same formula, charge and spin)**: 0.954 eV

***

# 5
Entry from the Open Molecules 2025 dataset: a 2-piece molecular cluster, CH2F3PS overall in a non-equilibrium geometry (ωB97M-V/def2-TZVPD).

```
8
Properties=species:S:1:pos:R:3:forces:R:3
C 3.7677 -0.1085 0.0450 -0.5 0.9 0.2
F 4.7114 0.4651 -0.7283 -0.1 -0.6 0.5
F 4.2552 -1.1697 0.6773 0.5 -0.2 -0.4
F 2.7862 -0.5256 -0.7708 0.5 0.1 0.1
P 0.0528 -0.9172 -0.3757 0.3 -0.9 1.0
S 3.1179 1.0918 1.2720 0.0 -0.3 -0.5
H -0.7695 -0.9122 -1.4732 -0.6 -0.1 -0.9
H 0.2680 -2.3690 -0.4487 -0.1 1.0 0.0
```
Forces are in eV/Å.

**Total energy**: -1078.3225 Ha
**Gap between HOMO and LUMO (spin up / spin down)**: 9.26 / 5.81 eV
**Highest occupied orbital energy (spin up / spin down)**: -0.3846 / -0.3272 Ha
**Largest force on an atom**: 1.402 eV/A
**Energy relative to the best compared isomer or geometry (same formula, charge and spin)**: 2.751 eV

***

# 6
Entry from the Open Molecules 2025 dataset: a 2-piece molecular cluster, CH2FN2O2 overall in a non-equilibrium geometry (ωB97M-V/def2-TZVPD).

```
8
Properties=species:S:1:pos:R:3:forces:R:3
C -2.4364 0.9534 0.2301 2.4 -1.0 0.5
N 0.5035 -0.0121 0.2029 -2.6 1.6 1.2
N 1.6692 -0.2024 -0.2910 -2.4 0.6 -0.9
O 2.2169 -1.2531 -0.0045 2.7 -1.6 0.1
O 2.0646 0.6320 -1.1503 0.8 -0.6 0.6
F -2.9584 -0.1262 -0.3363 -0.8 0.0 -0.3
H 0.2132 -0.7279 0.8867 1.2 -0.1 -0.7
H -1.2725 0.7363 0.4624 -1.4 1.2 -0.5
```
Forces are in eV/Å.

**Charge**: -1
**Total energy**: -398.9280 Ha
**Spin multiplicity**: 3
**⟨S²⟩**: 2.00
**Gap between HOMO and LUMO (spin up / spin down)**: 8.73 / 7.07 eV
**Highest occupied orbital energy (spin up / spin down)**: -0.1607 / -0.1609 Ha
**Largest force on an atom**: 3.246 eV/A
**Energy relative to the best compared isomer or geometry (same formula, charge and spin)**: 2.595 eV

***

# 7
Entry from the Open Molecules 2025 dataset: CH2FNO as an isolated structure in a non-equilibrium geometry (ωB97M-V/def2-TZVPD).

```
6
Properties=species:S:1:pos:R:3:forces:R:3
C 0.8318 0.1598 -0.1385 -6.2 -2.1 1.7
N -0.9649 -0.2587 -0.3059 5.8 -0.2 -1.8
O 1.6110 0.4686 -0.9121 1.2 0.8 -1.4
F 1.0456 -0.1866 1.1401 0.5 0.2 -0.3
H -1.4633 0.5786 -0.3117 -0.8 1.8 0.2
H -1.0602 -0.7618 0.5283 -0.5 -0.5 1.6
```
Forces are in eV/Å.

**Total energy**: -269.1153 Ha
**Gap between HOMO and LUMO**: 11.29 eV
**Highest occupied orbital energy**: -0.3957 Ha
**Largest force on an atom**: 6.779 eV/A
**Energy relative to the best compared isomer or geometry (same formula, charge and spin)**: 1.959 eV

***

# 8
Entry from the Open Molecules 2025 dataset: a 2-piece molecular cluster, CH2FNO3 overall in a non-equilibrium geometry (ωB97M-V/def2-TZVPD).

```
8
Properties=species:S:1:pos:R:3:forces:R:3
O 1.0182 1.1172 0.7729 0.1 1.0 0.1
C 0.8756 -0.0011 0.4826 0.5 -0.5 0.2
N 1.1929 -1.3083 0.7339 0.8 -1.1 1.6
O 0.1837 -0.8411 -0.2599 -1.1 0.3 -1.4
H 2.0085 -1.6932 0.2576 0.0 0.3 -0.4
O -2.0520 0.6660 -0.9888 -0.9 -0.9 -0.4
F -1.3088 1.8286 -0.8687 0.5 0.7 0.3
H -1.9181 0.2318 -0.1295 0.2 0.3 0.0
```
Forces are in eV/Å.

**Total energy**: -419.4177 Ha
**Gap between HOMO and LUMO**: 11.87 eV
**Highest occupied orbital energy**: -0.4158 Ha
**Largest force on an atom**: 2.117 eV/A
**Energy relative to the best compared isomer or geometry (same formula, charge and spin)**: 0.000 eV

***

# 9
Entry from the Open Molecules 2025 dataset: a 2-piece molecular cluster, CH2FNS overall in a non-equilibrium geometry (ωB97M-V/def2-TZVPD).

```
6
Properties=species:S:1:pos:R:3:forces:R:3
C 0.5690 0.2506 -0.0681 0.3 -2.8 1.3
N -0.7291 0.2054 0.0916 -0.8 0.8 -1.0
F 0.7425 -1.6518 0.0086 0.0 2.6 0.0
S 1.8850 1.0642 0.0596 -0.2 -0.1 -0.6
H -1.1335 -0.6650 0.3953 0.3 -0.4 -0.2
H -1.3339 0.7967 -0.4871 0.5 0.0 0.6
```
Forces are in eV/Å.

**Total energy**: -592.0477 Ha
**Gap between HOMO and LUMO**: 9.91 eV
**Highest occupied orbital energy**: -0.3741 Ha
**Largest force on an atom**: 3.163 eV/A
**Energy relative to the best compared isomer or geometry (same formula, charge and spin)**: 1.592 eV

***

# 10
Entry from the Open Molecules 2025 dataset: a 2-piece molecular cluster, CH2FO2S overall in a non-equilibrium geometry (ωB97M-V/def2-TZVPD).

```
7
Properties=species:S:1:pos:R:3:forces:R:3
C -1.1037 0.0369 -0.5028 -1.4 -1.1 1.1
O -0.8929 -2.6656 -1.3112 -1.9 2.8 2.3
O -1.1260 -2.1146 1.1276 -0.8 0.4 -0.6
F -2.6159 2.1466 1.0094 0.5 -0.5 -0.3
S -1.3868 -1.6679 -0.2381 3.5 -0.3 -2.3
H -1.4310 0.6978 0.3861 -0.1 -0.4 -0.7
H -1.3067 0.5433 -1.4727 0.2 -1.0 0.5
```
Forces are in eV/Å.

**Charge**: -1
**Total energy**: -687.7587 Ha
**Gap between HOMO and LUMO (spin up / spin down)**: 6.13 / 6.19 eV
**Highest occupied orbital energy (spin up / spin down)**: -0.1608 / -0.1598 Ha
**Largest force on an atom**: 4.180 eV/A
**Energy relative to the best compared isomer or geometry (same formula, charge and spin)**: 2.127 eV